Below is the molecule C4H9N3 at a distorted geometry, with properties calculated with ωB97M-V/def2-TZVPD.

Structure (XYZ):
```
16
Properties=species:S:1:pos:R:3:forces:R:3
C 1.497 -0.174 -0.677 -5.91 5.78 5.63
C 0.677 0.804 -1.324 -3.17 0.92 -1.51
C -0.508 -1.808 0.359 2.44 -1.86 -0.97
C 1.015 0.005 0.970 1.44 -2.67 -1.95
N 2.440 -0.756 -0.945 6.99 -4.96 -2.03
N 1.081 1.196 1.574 1.22 4.78 2.07
N -0.052 -0.796 1.228 -3.44 0.62 3.06
H 0.427 1.718 -0.770 0.64 -0.40 0.36
H 1.027 1.122 -2.280 0.14 -0.05 -0.98
H -0.329 0.305 -1.393 0.68 0.62 -0.54
H -1.490 -2.176 0.417 -1.51 0.17 0.97
H -0.418 -1.454 -0.643 0.10 -0.21 -1.07
H 0.132 -2.732 0.454 -0.38 0.77 -0.25
H 0.382 1.598 2.262 0.85 -1.23 -1.53
H 1.967 1.806 1.611 -1.91 -2.03 -0.25
H -0.843 -0.435 1.842 1.81 -0.25 -1.01
```
Positions in Å, forces in eV/Å.

Values from the calculation:
F_max (eV/A): 10.0
Energy relative to the best compared isomer or geometry (same formula, charge and spin) (kcal/mol): 0.0
2S+1: 3
⟨S²⟩: 2.013
LUMO (alpha / beta) (eV): 0.956 / -0.152
E_HOMO (alpha / beta) (eV): -5.29 / -9.28

Here are the Löwdin charges for atoms 1 to 6, given in e: atom 1 (C): -0.51, atom 2 (C): -0.08, atom 3 (C): -0.13, atom 4 (C): -0.36, atom 5 (N): 0.25, atom 6 (N): 0.04



Below is a cluster of 10 separate species, C4H29N2O11 in total at a distorted geometry, with properties calculated with ωB97M-V/def2-TZVPD.

Structure (XYZ):
```
46
Properties=species:S:1:pos:R:3:forces:R:3
N 0.306 -0.311 0.686 -2.13 -5.19 2.08
C 1.035 -0.705 1.987 0.78 -0.74 0.92
C 0.406 -1.813 2.826 -4.04 -2.46 -0.97
C -1.178 -1.628 2.803 0.76 1.80 -2.51
O -1.616 -2.093 1.475 0.00 -2.07 1.06
C 2.509 -1.104 1.827 -0.75 0.41 -3.71
N 3.105 -0.494 0.750 1.56 0.12 -1.37
O 3.134 -1.944 2.395 -0.09 -0.47 1.99
H 0.767 0.469 0.286 0.24 0.69 -0.96
H -0.759 -0.103 0.841 2.17 0.21 0.29
H 0.164 -1.234 0.071 1.11 2.81 1.08
H 1.180 0.227 2.544 -0.88 -0.09 0.21
H 0.671 -1.826 3.840 0.99 0.62 1.35
H 0.481 -3.049 2.597 0.55 3.60 -0.29
H -1.541 -0.550 2.618 0.86 -1.34 1.70
H -1.690 -2.166 3.589 -0.14 0.15 0.21
H -1.557 -3.074 1.588 -0.23 0.99 -0.75
H 2.626 -0.115 -0.111 0.85 -0.74 1.63
H 4.043 -0.972 0.651 -1.37 1.27 -0.42
H 0.837 0.281 -2.100 0.67 -2.33 -1.52
H 0.023 1.262 -1.588 -1.06 0.84 0.52
O 0.901 0.943 -1.459 2.86 1.78 0.49
H 0.393 2.832 0.933 0.38 -0.14 0.32
H 1.804 2.300 0.677 -1.35 0.05 1.51
O 1.050 2.245 1.348 1.20 0.26 -1.60
H 1.693 -3.903 -0.497 -0.04 1.55 1.17
H 2.879 -2.913 -0.307 -3.63 -0.23 1.48
O 1.864 -3.053 0.025 3.36 -1.51 -2.87
H -0.939 -1.998 -1.697 -0.11 1.16 -0.40
H -1.404 -0.507 -1.963 -0.44 -0.99 -0.14
O -0.648 -1.058 -1.743 0.88 -1.64 0.08
H -3.176 0.386 1.040 2.97 1.77 0.17
H -2.157 1.090 -0.026 -0.16 0.08 2.62
O -2.264 0.926 0.995 -2.94 -1.66 -2.57
H -3.047 -0.135 -1.074 -0.22 0.19 1.29
H -3.540 0.094 -2.446 -1.24 1.00 -1.24
O -3.149 -0.559 -1.907 0.28 -1.22 -0.21
H -1.798 1.323 -2.372 -0.57 -0.10 -1.52
H -1.267 2.657 -1.569 -0.68 -3.82 0.27
O -1.443 1.576 -1.540 -0.16 5.23 1.15
H -1.018 2.580 -3.656 -0.47 2.43 2.21
H 0.252 2.156 -4.475 -1.76 0.06 0.44
O -0.734 2.063 -4.344 2.28 -2.32 -2.87
H 0.851 4.715 -1.063 0.06 1.21 0.03
H 1.260 3.383 -1.508 2.67 -2.19 -2.51
O 0.689 3.794 -0.947 -3.01 0.97 2.15
```
Positions in Å, forces in eV/Å.

Values from the calculation:
F_max (eV/A): 6.0
Total charge: +1
Energy relative to the best compared isomer or geometry (same formula, charge and spin) (kcal/mol): 123.4
LUMO (eV): -3.200
E_HOMO (eV): -12.64

Here are the Löwdin charges for atoms 1 to 6, given in e: atom 1 (N): 0.15, atom 2 (C): -0.19, atom 3 (C): -0.10, atom 4 (C): -0.19, atom 5 (O): -0.14, atom 6 (C): -0.56



Below is the molecule C4H5NO at a distorted geometry, with properties calculated with ωB97M-V/def2-TZVPD.

Structure (XYZ):
```
11
Properties=species:S:1:pos:R:3:forces:R:3
N -1.403 1.027 0.140 2.65 0.37 -1.77
C -1.133 -0.252 0.407 -0.63 -0.81 1.36
O -1.857 -0.994 1.033 -0.72 -0.18 0.43
C 0.119 -0.843 -0.154 -1.22 -1.23 -3.90
C 1.385 -0.202 -0.084 0.64 0.95 0.00
C 2.429 0.385 -0.099 -0.28 -0.15 0.08
H -2.291 1.411 0.517 1.39 0.17 -0.96
H -0.548 1.319 -0.512 -3.34 0.92 1.93
H 0.160 -1.863 0.226 -0.01 0.06 -0.22
H -0.208 -0.886 -1.376 1.09 -0.29 3.03
H 3.348 0.897 -0.099 0.42 0.19 0.02
```
Positions in Å, forces in eV/Å.

Values from the calculation:
F_max (eV/A): 4.3
Energy relative to the best compared isomer or geometry (same formula, charge and spin) (kcal/mol): 54.5
LUMO (eV): 0.682
E_HOMO (eV): -9.65

Here are the Löwdin charges for atoms 1 to 6, given in e: atom 1 (N): 0.15, atom 2 (C): -0.64, atom 3 (O): 0.05, atom 4 (C): -0.16, atom 5 (C): -0.17, atom 6 (C): 0.13



Below is a cluster of 4 separate species, H9O4 in total at a distorted geometry, with properties calculated with ωB97M-V/def2-TZVPD.

Structure (XYZ):
```
13
Properties=species:S:1:pos:R:3:forces:R:3
O 1.698 2.024 0.650 0.66 0.30 0.24
H 2.440 2.434 0.136 0.02 0.17 -0.19
H 1.868 2.266 1.599 -0.18 0.05 0.09
O -1.074 -0.324 -2.360 0.52 -1.46 0.48
H -0.932 -1.300 -2.282 -0.24 0.50 -0.23
H -1.430 -0.217 -3.248 -0.32 0.58 -0.60
O -0.798 -1.374 1.761 0.97 0.85 -0.27
H -1.572 -1.921 1.707 -0.92 -0.46 -0.18
H -0.242 -1.754 2.440 0.32 -0.24 0.46
O -0.032 0.019 -0.095 1.67 1.84 -0.68
H -0.400 0.056 -1.028 -0.57 -0.37 0.29
H -0.231 -0.577 0.740 -1.14 -1.02 0.41
H 0.706 0.668 -0.021 -0.80 -0.73 0.17
```
Positions in Å, forces in eV/Å.

Values from the calculation:
F_max (eV/A): 2.6
Total charge: +2
Energy relative to the best compared isomer or geometry (same formula, charge and spin) (kcal/mol): 40.8
2S+1: 2
⟨S²⟩: 0.756
LUMO (alpha / beta) (eV): -8.187 / -17.179
E_HOMO (alpha / beta) (eV): -21.07 / -20.35

Here are the Löwdin charges for atoms 1 to 6, given in e: atom 1 (O): 0.37, atom 2 (H): 0.20, atom 3 (H): 0.20, atom 4 (O): 0.14, atom 5 (H): 0.15, atom 6 (H): 0.14